Here is a cluster of 8 separate species, C30H83ClN7O4 in total from the OMol25 dataset. Energies are from wB97M-V/def2-TZVPD.

The spin multiplicity is 1. The highest occupied orbital energy comes out at -8.48 eV. For the LUMO energy, the calculation gives -4.354 eV. The calculation puts the largest force on an atom at 0.114 Eh/bohr. Its charge is +1. As for the relative energy (zero: lowest compared OMol25 entry of this formula, charge and spin): 852.3 kJ/mol.

Each line ends with the Löwdin charge.
Geometry (Å):
1 N -20.986 -24.652 14.306  0.357
2 H -20.834 -25.418 13.665  0.160
3 H -21.196 -23.803 13.801  0.155
4 H -20.116 -24.440 14.772  0.159
5 H -21.687 -24.769 15.024  0.165
6 N -28.752 -22.409 14.001  0.356
7 H -28.731 -22.987 14.829  0.167
8 H -27.895 -22.533 13.481  0.157
9 H -28.881 -21.422 14.174  0.159
10 H -29.541 -22.666 13.426  0.160
11 Cl -26.481 -27.273 17.936  0.577
12 O -27.096 -28.173 18.836  -0.340
13 O -25.101 -27.188 18.011  -0.366
14 O -26.748 -27.659 16.570  -0.429
15 O -27.152 -25.959 18.064  -0.442
16 C -20.480 -27.785 9.643  -0.104
17 C -20.950 -28.953 10.471  -0.279
18 N -20.163 -29.333 11.661  -0.185
19 C -18.813 -29.744 11.311  -0.265
20 C -17.955 -29.950 12.586  -0.087
21 C -20.889 -30.348 12.399  -0.273
22 C -20.960 -31.713 11.767  -0.093
23 H -19.538 -28.119 9.208  0.067
24 H -20.347 -26.885 10.243  0.059
25 H -21.174 -27.481 8.859  0.076
26 H -21.917 -28.617 10.845  0.110
27 H -21.139 -29.776 9.781  0.112
28 H -18.761 -30.656 10.717  0.111
29 H -18.295 -28.879 10.895  0.107
30 H -18.177 -30.900 13.072  0.068
31 H -16.882 -30.060 12.431  0.072
32 H -18.191 -29.032 13.124  0.072
33 H -21.880 -30.094 12.775  0.118
34 H -20.376 -30.430 13.357  0.101
35 H -21.376 -32.518 12.374  0.082
36 H -20.042 -32.207 11.450  0.067
37 H -21.504 -31.698 10.823  0.068
38 C -30.599 -36.349 22.802  -0.071
39 C -29.440 -35.437 22.214  -0.220
40 N -28.230 -35.542 23.061  -0.209
41 C -27.308 -34.405 22.837  -0.276
42 C -26.288 -34.150 23.908  -0.103
43 C -27.584 -36.873 23.124  -0.208
44 C -26.850 -37.244 21.781  -0.089
45 H -30.742 -35.851 23.761  0.070
46 H -30.497 -37.434 22.837  0.058
47 H -31.488 -36.233 22.181  0.057
48 H -29.087 -35.780 21.241  0.096
49 H -29.681 -34.374 22.215  0.106
50 H -26.863 -34.372 21.842  0.106
51 H -27.965 -33.538 22.909  0.105
52 H -25.786 -33.186 23.824  0.072
53 H -26.636 -34.064 24.937  0.077
54 H -25.541 -34.944 23.886  0.063
55 H -28.244 -37.700 23.386  0.097
56 H -26.808 -36.852 23.889  0.095
57 H -26.290 -36.419 21.341  0.050
58 H -27.459 -37.477 20.908  0.060
59 H -26.047 -37.949 21.994  0.064
60 C -32.331 -17.658 22.351  -0.079
61 C -30.967 -17.592 22.994  -0.277
62 N -29.940 -18.419 22.335  -0.182
63 C -28.590 -17.950 22.668  -0.280
64 C -27.467 -18.502 21.839  -0.097
65 C -30.130 -19.818 22.650  -0.275
66 C -30.032 -20.190 24.087  -0.099
67 H -32.589 -18.640 21.954  0.064
68 H -32.207 -17.069 21.442  0.068
69 H -33.114 -17.117 22.883  0.077
70 H -30.679 -16.541 23.008  0.109
71 H -30.924 -17.751 24.072  0.102
72 H -28.426 -17.972 23.746  0.111
73 H -28.615 -16.903 22.367  0.109
74 H -26.674 -17.756 21.789  0.072
75 H -27.697 -18.639 20.782  0.076
76 H -27.135 -19.459 22.242  0.068
77 H -30.993 -20.190 22.096  0.110
78 H -29.236 -20.345 22.318  0.103
79 H -29.969 -21.276 24.162  0.081
80 H -29.063 -19.799 24.397  0.066
81 H -30.707 -19.847 24.871  0.072
82 C -20.994 -26.839 28.267  -0.093
83 C -21.893 -26.455 27.083  -0.316
84 N -23.287 -26.282 27.251  -0.161
85 C -24.071 -26.072 26.001  -0.261
86 C -23.796 -24.804 25.236  -0.085
87 C -23.591 -25.151 28.231  -0.238
88 C -25.016 -25.250 28.814  -0.085
89 H -21.244 -27.832 28.642  0.075
90 H -20.891 -26.013 28.970  0.063
91 H -20.008 -26.967 27.820  0.068
92 H -21.377 -25.535 26.808  0.105
93 H -21.721 -27.242 26.347  0.118
94 H -23.926 -27.000 25.449  0.111
95 H -25.139 -26.178 26.195  0.101
96 H -24.078 -23.999 25.916  0.063
97 H -22.781 -24.719 24.848  0.071
98 H -24.462 -24.888 24.377  0.076
99 H -23.505 -24.128 27.865  0.091
100 H -22.888 -25.127 29.064  0.097
101 H -25.767 -25.207 28.025  0.058
102 H -25.159 -24.310 29.347  0.069
103 H -25.075 -26.145 29.433  0.076
104 C -19.522 -34.703 18.587  -0.100
105 C -18.737 -34.669 19.904  -0.286
106 N -18.009 -33.376 19.918  -0.150
107 C -16.604 -33.375 20.587  -0.214
108 C -15.818 -34.470 19.916  -0.115
109 C -18.966 -32.355 20.543  -0.247
110 C -18.563 -30.982 20.062  -0.114
111 H -20.127 -33.807 18.445  0.062
112 H -20.222 -35.538 18.600  0.068
113 H -18.771 -34.917 17.827  0.071
114 H -19.471 -34.823 20.694  0.104
115 H -18.186 -35.608 19.855  0.093
116 H -16.158 -32.383 20.655  0.098
117 H -16.652 -33.620 21.648  0.101
118 H -16.253 -35.456 20.077  0.058
119 H -15.717 -34.251 18.853  0.077
120 H -14.776 -34.657 20.176  0.070
121 H -18.889 -32.474 21.624  0.112
122 H -19.995 -32.403 20.186  0.106
123 H -19.193 -30.310 20.643  0.071
124 H -18.622 -30.939 18.974  0.078
125 H -17.579 -30.644 20.389  0.056